1.
{"formula": "C2H5N3S", "method": "ωB97M-V/def2-TZVPD", "elements": ["S", "N", "N", "N", "C", "C", "H", "H", "H", "H", "H"], "coordinates": [[1.49003, -1.41706, -0.01186], [2.37729, 0.00977, -0.01584], [-2.20644, 0.00422, -0.13909], [-0.84232, 0.01225, 0.00542], [1.89564, 1.19538, -0.06755], [-0.24034, -1.12814, -0.07688], [-2.56313, 0.81047, 0.42824], [0.86266, 1.41737, -0.05755], [-2.63046, -0.86474, 0.24370], [-0.77691, -2.05007, -0.23557], [2.63398, 2.01055, -0.07303]], "forces_ev_per_a": [[0.1, 0.3, 0.0], [-0.5, 0.4, -0.1], [-1.3, 0.4, 1.3], [1.5, -1.5, -0.1], [1.5, -0.7, 0.3], [-0.3, 2.0, 0.0], [0.3, -1.1, -0.9], [-0.9, 0.2, -0.1], [0.2, 0.7, -0.4], [-0.3, -0.5, 0.0], [-0.3, -0.3, 0.0]], "max_force_ha_per_bohr": 0.041, "smiles": "C=NS/C=N/N", "orbital_gap_ev": 9.188, "lumo_energy_ev": 0.85, "total_energy_ev": -17458.1603, "e_homo_ev": -8.335}

2.
{"formula": "C2H5N3S", "method": "ωB97M-V/def2-TZVPD", "elements": ["S", "N", "N", "N", "C", "C", "H", "H", "H", "H", "H"], "coordinates": [[2.16371, -0.72191, -0.31472], [-1.27942, -0.36017, -0.47095], [1.67042, 0.67940, 0.40469], [-0.85920, -1.30545, 0.41454], [-0.65831, 0.76391, -0.56522], [0.53798, 1.22313, 0.22233], [-1.59588, -1.94701, 0.64888], [-1.12672, 1.49284, -1.24026], [0.38717, 2.18380, 0.74083], [-0.32364, -0.91137, 1.18712], [1.08390, -1.09718, -1.02724]], "forces_ev_per_a": [[0.4, -0.5, -0.1], [-0.1, 0.3, 0.0], [-0.2, 0.2, 0.0], [0.5, 0.9, -0.3], [0.2, -0.4, 0.1], [-1.0, 0.5, 0.3], [0.0, 0.1, 0.1], [0.3, -0.3, 0.2], [0.1, -0.2, -0.3], [-0.2, -0.5, 0.1], [-0.1, 0.0, -0.1]], "max_force_ha_per_bohr": 0.022, "smiles": "N/N=C\\C=N/S", "orbital_gap_ev": 9.614, "lumo_energy_ev": 0.53, "total_energy_ev": -17458.3992, "e_homo_ev": -9.087}

3.
{"formula": "C2H5N3S", "method": "ωB97M-V/def2-TZVPD", "elements": ["S", "N", "N", "N", "C", "C", "H", "H", "H", "H", "H"], "coordinates": [[2.14276, 0.24042, -1.08075], [-0.19122, 1.11279, -2.33158], [0.67537, -1.32549, -0.05860], [-0.45285, -0.65593, 0.01710], [0.83609, 0.68009, -1.95629], [-0.73941, 0.17630, 1.15930], [0.06041, 0.44303, 1.80210], [-0.94940, -0.43108, -0.79500], [1.28091, -1.36773, 0.77508], [-1.61554, -0.13945, 1.73350], [-1.04713, 1.26703, 0.73516]], "forces_ev_per_a": [[0.8, -0.8, 0.4], [1.2, -1.0, 0.2], [-1.1, 1.0, -2.2], [3.0, -1.6, 4.0], [-1.8, 1.5, -0.2], [-2.4, 3.8, -1.5], [1.2, -0.5, 0.4], [-0.6, -0.2, -1.9], [-1.0, 0.6, 0.2], [0.3, -0.3, -0.1], [0.5, -2.4, 0.8]], "max_force_ha_per_bohr": 0.102, "orbital_gap_ev": [7.818, 7.812], "lumo_energy_ev": [-0.97, -0.98], "total_energy_ev": -17457.4102, "e_homo_ev": [-8.792, -8.790]}

4.
{"formula": "C2H5N3S3", "method": "ωB97M-V/def2-TZVPD", "elements": ["S", "S", "S", "N", "N", "N", "C", "C", "H", "H", "H", "H", "H"], "coordinates": [[-0.91395, -0.71080, 2.55645], [-1.14127, -1.17080, -2.55503], [-1.52186, 0.92388, -0.39757], [1.50815, -1.41980, -1.17182], [0.64534, -0.38456, -0.75838], [-0.48491, 1.43701, 0.92403], [-0.58096, -0.20542, -1.27166], [-0.57666, 0.83503, 2.17547], [0.93657, -2.29721, -1.21880], [-0.21263, 1.60590, 2.94455], [1.13886, 0.20722, 0.03560], [-0.51501, 2.46197, 0.95515], [1.71832, -1.28242, -2.21801]], "forces_ev_per_a": [[0.0, 0.9, -0.4], [0.0, 1.3, 1.2], [-0.8, 0.7, 0.5], [-0.2, -0.7, -2.2], [2.1, 0.9, 1.6], [-1.2, 0.1, -0.3], [1.5, -1.6, -0.3], [1.0, 0.8, 0.8], [0.4, 0.9, 0.3], [-0.6, -1.2, -0.8], [-2.1, -1.5, -2.3], [0.3, -0.6, 0.0], [-0.4, 0.0, 1.9]], "max_force_ha_per_bohr": 0.068, "smiles": "NNC(=S)SNC=S", "orbital_gap_ev": 8.517, "lumo_energy_ev": -0.24, "total_energy_ev": -39129.2021, "e_homo_ev": -8.761}

5.
{"formula": "C2H5N4", "method": "ωB97M-V/def2-TZVPD", "elements": ["N", "N", "N", "N", "C", "C", "H", "H", "H", "H", "H"], "coordinates": [[-0.16312, 0.66401, 0.00424], [-0.83060, 1.44618, -0.78743], [1.48082, -0.29012, 2.28033], [1.08949, -1.04222, 1.48881], [-0.21105, -0.61403, -0.27608], [0.38612, -1.55029, 0.57069], [-0.73343, -1.03997, -1.04843], [-1.53288, 1.12250, -1.52110], [2.52697, -0.13786, 2.44239], [0.31221, -2.65893, 0.30637], [-0.93103, 2.49598, -0.53396]], "forces_ev_per_a": [[-0.7, -0.5, -1.0], [-1.6, 2.6, -0.5], [0.7, 1.1, 3.1], [1.2, -1.8, -1.2], [0.3, 1.6, 0.7], [0.2, -1.4, -0.1], [-1.3, -0.6, -2.1], [1.4, 0.2, 1.3], [-1.0, -0.1, -1.2], [0.1, 1.6, 1.2], [0.6, -2.7, -0.4]], "max_force_ha_per_bohr": 0.066, "smiles": "[H]/N=N/C=C\\N=[NH2+]", "orbital_gap_ev": [7.577, 7.574], "lumo_energy_ev": [-5.75, -5.75], "total_energy_ev": -8104.0916, "charge": 1, "e_homo_ev": [-13.327, -13.326]}

6.
{"formula": "C2H5N4O2", "method": "ωB97M-V/def2-TZVPD", "elements": ["O", "O", "N", "N", "N", "N", "C", "C", "H", "H", "H", "H", "H"], "coordinates": [[-2.28721, 1.06630, -0.29190], [-2.15657, -1.09714, -0.35429], [1.28080, -0.71532, -0.49774], [0.31984, 1.13470, 0.15744], [0.35460, -1.09768, 0.48459], [-1.83985, 0.00937, -0.04364], [1.26925, 0.59348, -0.57544], [-0.42329, 0.01978, 0.76321], [0.06459, -1.99916, 0.25719], [1.66894, -1.42820, -1.08144], [1.93530, 1.25373, -1.19326], [0.35676, 2.01882, 0.59926], [-0.54316, 0.24131, 1.77601]], "forces_ev_per_a": [[-1.2, 1.5, -0.4], [-1.1, -0.8, -0.5], [-0.7, 1.7, 0.4], [0.1, -2.5, 0.6], [2.2, 0.5, 0.0], [2.7, -1.1, 1.3], [1.6, 1.0, -1.8], [-0.9, 1.5, -1.7], [-1.7, -1.5, 0.2], [0.6, 0.0, -0.4], [-0.5, -1.2, 0.6], [0.0, 1.1, 0.1], [-1.0, -0.1, 1.7]], "max_force_ha_per_bohr": 0.063, "smiles": "O=[N+]([O-])[C@H]1NNC=[NH+]1", "orbital_gap_ev": 9.951, "lumo_energy_ev": -4.38, "total_energy_ev": -12198.9859, "charge": 1, "e_homo_ev": -14.330}